C28H52FNO18S3 | ωB97M-V/def2-TZVPD

Structure (ORCA input):
```
! RIJCOSX wB97M-V def2-TZVPD def2/J DEFGRID3
* xyz 0 1
N 12.0580 21.2880 30.0640
H 11.3560 22.0690 30.1810
H 12.5310 21.0020 30.8560
H 12.6000 21.5220 29.1990
H 11.6470 20.3960 29.8780
F 14.0350 23.3280 29.9540
C 11.1540 15.8290 25.7970
C 11.0400 17.3680 25.7000
C 9.8190 18.1620 26.3580
O 10.4020 18.9720 27.3320
C 11.7300 18.7110 27.3450
O 12.6180 19.2890 28.1030
O 12.1300 17.8520 26.4010
H 12.0740 15.3670 25.2140
H 10.3530 15.0640 25.5720
H 11.3830 15.5200 26.7460
H 11.1760 17.8880 24.6770
H 8.9750 17.4580 26.7950
H 9.4410 18.8590 25.7180
C 8.4120 26.8950 30.1290
C 7.9310 25.4060 30.2070
C 8.7030 24.5180 29.0680
O 9.6290 23.8760 29.8520
C 9.4970 24.0490 31.0880
O 10.2410 23.5440 31.9950
O 8.5690 24.9040 31.3360
H 7.9810 27.1220 28.9010
H 9.4930 27.0580 30.2560
H 7.8160 27.3900 30.8230
H 7.0260 25.2810 30.3600
H 9.2390 25.0270 28.4730
H 8.0370 24.0350 28.5410
C 15.6910 19.9580 27.0710
C 16.0180 21.0920 28.2280
C 15.9440 20.5860 29.6940
O 17.3580 20.7800 30.1560
C 18.0340 21.3870 29.1760
O 19.1900 21.8130 29.2980
O 17.3560 21.4640 28.0230
H 15.4490 20.2280 26.0670
H 14.9090 19.4250 27.3800
H 16.4980 19.3810 26.8350
H 15.3890 21.9820 28.1700
H 16.0030 19.4990 29.5590
H 15.1350 20.7780 30.4250
C 10.2890 21.4840 34.5620
C 10.4030 20.2500 33.6460
C 9.4100 19.0120 33.9140
O 8.9340 18.8360 32.5820
C 9.2860 19.6820 31.8380
O 8.8360 19.8220 30.6920
O 10.1240 20.5870 32.4060
H 11.1060 22.0150 34.7770
H 10.4430 21.1120 35.5110
H 9.2460 21.7860 34.3980
H 11.4420 20.0110 33.5980
H 8.6550 19.1570 34.6670
H 9.9350 18.0150 34.1900
C 11.6540 24.6340 24.6290
C 13.0590 24.5780 25.4400
C 13.1530 23.2080 26.1990
S 11.5320 22.4740 26.0710
O 11.0810 22.2000 27.4030
O 11.7440 21.4260 25.1350
C 10.5910 23.7720 25.3370
H 11.8010 24.2690 23.6760
H 11.5020 25.6000 24.7520
H 13.0230 25.5630 25.9370
H 13.8500 24.6100 24.8130
H 13.3100 23.5620 27.2100
H 13.8670 22.7960 25.7180
H 10.2960 24.5010 26.0850
H 10.0120 23.2520 24.7720
C 15.8510 24.1950 33.3610
C 14.4160 24.6220 33.6500
C 13.5600 23.3450 33.7820
S 14.7050 21.9390 33.5590
O 14.0190 20.9140 32.7330
O 15.1690 21.6410 34.9210
C 15.9030 22.9160 32.7990
H 16.4790 24.0400 34.3900
H 16.2710 24.8810 32.6660
H 13.9750 25.1850 32.7250
H 14.1930 25.3190 34.4980
H 13.0140 23.2340 32.7670
H 12.8710 23.0470 34.7000
H 15.6260 22.8090 31.7990
H 16.7310 22.6260 32.7050
C 13.2800 14.8850 30.2720
C 14.2610 15.1160 31.4320
C 13.7880 16.4080 32.2310
S 12.8050 17.3530 31.2090
O 13.3370 18.6070 30.8380
O 11.5390 17.4620 31.8150
C 12.8060 16.3000 29.7950
H 12.5180 14.3090 30.6330
H 13.7970 14.3190 29.4680
H 15.2450 15.2260 30.9330
H 14.4880 14.1620 31.9940
H 14.7620 16.9180 32.5940
H 13.1400 16.2200 33.0190
H 13.4620 16.7950 29.0880
H 11.8770 16.1450 29.4390
*
```

The HOMO energy comes out at -7.90 eV.

=====

C22H48N2O7S8 | ωB97M-V/def2-TZVPD

Structure (ORCA input):
```
! RIJCOSX wB97M-V def2-TZVPD def2/J DEFGRID3
* xyz 0 1
S -0.1435 4.6946 -4.2190
C 1.0512 3.3655 -3.7739
C 1.9797 2.7430 -4.8043
C 2.8864 1.7170 -4.3079
C 2.9362 1.2795 -2.8642
N 3.8815 0.3152 -2.5290
C 3.8352 -0.0218 -1.2110
C 2.8754 0.5898 -0.2451
N 1.9636 1.5670 -0.5184
C 2.0308 1.8860 -1.8726
C 1.0748 2.9457 -2.3793
H 0.3831 5.8316 -3.6201
H 1.9645 3.0592 -5.8797
H 3.6004 1.2289 -5.0229
H 4.5572 -0.8045 -0.8574
H 2.9106 0.2117 0.8158
H 0.3621 3.4269 -1.6626
C -3.3855 0.7344 -5.3338
S -1.8235 1.1444 -4.5366
O -1.1424 2.1687 -5.3825
C -1.0255 -0.4339 -4.8588
H -4.0359 1.6075 -5.2833
H -3.2126 0.4697 -6.3782
H -3.8548 -0.0983 -4.8070
H -0.9988 -0.6265 -5.9330
H -1.5717 -1.2294 -4.3484
H -0.0049 -0.3921 -4.4730
C -1.4928 7.3068 -1.1814
S -0.3249 6.0870 -0.5513
O -1.0428 5.2609 0.4580
C 0.7091 7.2590 0.3482
H -2.2608 6.7836 -1.7507
H -1.9568 7.8418 -0.3514
H -0.9715 8.0072 -1.8362
H 0.1087 7.7968 1.0839
H 1.1605 7.9611 -0.3545
H 1.4955 6.7028 0.8585
C 0.6953 -1.2409 -8.4572
S -0.6567 -1.9126 -9.4445
O -1.8996 -1.8070 -8.6302
C -0.1088 -3.6288 -9.3736
H 0.5363 -0.1691 -8.3377
H 0.7129 -1.7154 -7.4748
H 1.6422 -1.4095 -8.9726
H -0.0433 -3.9558 -8.3346
H 0.8638 -3.7213 -9.8592
H -0.8364 -4.2447 -9.9023
C -1.1382 -2.4785 -1.3570
S -2.0804 -3.6179 -2.3889
O -2.9936 -2.8004 -3.2393
C -3.0679 -4.3144 -1.0517
H -0.4725 -1.9025 -1.9998
H -1.8156 -1.8002 -0.8361
H -0.5448 -3.0439 -0.6370
H -3.6258 -3.5222 -0.5499
H -2.4132 -4.8213 -0.3413
H -3.7656 -5.0354 -1.4780
C 4.6501 0.4057 4.6952
S 4.5818 -1.1267 3.7479
O 3.6784 -0.8916 2.5842
C 3.6515 -2.0664 4.9710
H 5.1635 1.1575 4.0963
H 3.6390 0.7496 4.9203
H 5.2059 0.2384 5.6193
H 2.7016 -1.5710 5.1821
H 4.2394 -2.1554 5.8864
H 3.4583 -3.0611 4.5695
C -0.8025 -0.3560 7.8971
S 0.5566 -0.2799 6.7193
O 0.8273 -1.6755 6.2564
C 1.8305 0.1465 7.9232
H -1.7071 -0.6481 7.3626
H -0.5847 -1.0945 8.6701
H -0.9510 0.6268 8.3470
H 1.8857 -0.6230 8.6950
H 1.5983 1.1132 8.3721
H 2.7882 0.2098 7.4054
C -4.4815 -4.4207 6.7277
S -4.4141 -3.2305 8.0794
O -3.8321 -1.9715 7.5358
C -3.1143 -4.0678 9.0064
H -5.2134 -4.0718 5.9998
H -3.5034 -4.4982 6.2505
H -4.7905 -5.3933 7.1133
H -2.2210 -4.1674 8.3874
H -3.4662 -5.0517 9.3202
H -2.8802 -3.4703 9.8877
*
```

The HOMO energy comes out at -8.12 eV.

=====

C28H50P2ReSi | ωB97M-V/def2-TZVPD

Structure (ORCA input):
```
! RIJCOSX wB97M-V def2-TZVPD def2/J DEFGRID3
* xyz 2 4
Re 1.5340 1.1800 -1.0903
C 3.5163 0.4881 -1.2071
C 2.8804 0.2249 -2.4761
C 2.7941 2.5168 -2.0801
C 3.5007 1.9057 -0.9891
C 2.4076 1.4763 -3.0005
C 4.0092 -0.5158 -0.2234
H 3.7029 -1.5268 -0.4971
H 3.6174 -0.3155 0.7785
H 5.1009 -0.4917 -0.1421
C 3.9499 2.5983 0.2484
H 4.7809 2.0498 0.6999
H 3.1402 2.6494 0.9876
H 4.2619 3.6215 0.0173
C 2.3564 3.9365 -2.1398
H 3.1203 4.5918 -1.7100
H 1.4390 4.0804 -1.5543
H 2.1498 4.2399 -3.1748
C 1.5126 1.6790 -4.1744
H 1.9976 2.2785 -4.9553
H 0.6099 2.2260 -3.8774
H 1.2215 0.7204 -4.6062
C 2.6499 -1.1224 -3.0883
H 3.4590 -1.3792 -3.7894
H 1.7055 -1.1497 -3.6476
H 2.6231 -1.9032 -2.3226
C 0.2195 -2.0968 2.4508
C 0.8225 -2.9632 1.6261
C 0.5706 -3.5948 0.2877
C -0.1009 -2.9141 -0.9311
C -1.0720 -1.7737 -0.9335
C -1.6959 -0.7790 -0.0420
C -1.6442 -0.4704 1.4438
C -1.1095 -1.4011 2.5372
H 0.1108 -4.5854 0.4243
H -0.5371 -3.7161 -1.5523
H 1.5841 -3.8431 -0.0700
H -1.9055 -2.0730 2.8924
H 0.7984 -1.9023 3.3714
H 1.7802 -3.3488 2.0113
H -0.9599 -0.7158 3.3854
H -1.0417 0.4529 1.5158
H -1.5779 0.2208 -0.5037
H -2.6580 -0.1609 1.7432
H 0.7383 -2.5612 -1.5512
H -0.8184 -1.2454 -1.8730
P -2.2159 -3.5108 0.8369
C -2.9965 -4.1206 2.3990
C -2.2694 -5.1132 -0.1253
P -3.0419 -1.4555 -1.1353
C -3.6736 -2.7121 -0.0007
C -3.0189 -2.1573 -2.8183
C -4.3173 -0.1918 -1.2792
H -3.4595 -3.2929 2.9497
H -2.2118 -4.5723 3.0225
H -3.7633 -4.8649 2.1524
H -3.2647 -5.5570 0.0132
H -1.5101 -5.8024 0.2705
H -2.0842 -4.9616 -1.1979
H -5.2866 -0.6658 -1.0714
H -4.3268 0.1875 -2.3093
H -4.1682 0.6428 -0.5844
H -4.3315 -2.2432 0.7494
H -4.2629 -3.4537 -0.5619
H -3.2456 -1.3474 -3.5243
H -3.7929 -2.9310 -2.9002
H -2.0512 -2.5949 -3.0912
C -0.9428 5.5286 1.8989
Si 0.1916 4.1770 2.5412
C 1.9541 4.8355 2.5201
C -0.2897 3.7166 4.2899
C 0.0752 2.6649 1.4496
C 0.5004 1.9810 0.4863
H -0.9688 6.3710 2.6046
H -1.9658 5.1484 1.7734
H -0.5975 5.9052 0.9256
H 2.0017 5.7891 3.0645
H 2.6495 4.1308 2.9961
H 2.3074 5.0071 1.4932
H -1.2169 3.1279 4.2911
H 0.4980 3.1192 4.7690
H -0.4481 4.6280 4.8835
*
```

The HOMO energy (alpha / beta) comes out at -13.25 / -13.58 eV.

=====

What total energy values result from the calculations? In sequence: -103433.5225 -127579.7356 -58410.3910 eV.